--- A ---
{
  "formula": "C6H15N3",
  "method": "ωB97M-V/def2-TZVPD",
  "orbital_gap_ev": [8.48, 8.47],
  "homo_ev": [-7.54, -7.54],
  "lumo_ev": [0.94, 0.94],
  "elements": ["C", "C", "C", "N", "H", "H", "H", "H", "H", "H", "H", "H", "H", "C", "C", "C", "N", "N", "H", "H", "H", "H", "H", "H"],
  "xyz": [[0.50174, -1.05936, 1.15028], [1.88427, -1.64154, 1.21069], [0.24318, 0.20850, 1.90848], [-0.82269, -1.35821, -0.62393], [-0.21477, -1.81726, 1.45899], [-0.57882, -2.20033, -1.13455], [-1.83225, -1.30622, -0.46828], [2.01886, -2.43691, 0.47609], [2.02724, -2.10337, 2.19889], [2.64289, -0.87999, 1.04682], [0.21135, -0.03116, 2.98161], [-0.72247, 0.63408, 1.64058], [1.01239, 0.94880, 1.70770], [-0.63583, 2.37702, -1.38641], [-1.20293, 1.03263, -1.03571], [-0.25567, -0.14553, -1.26949], [-2.37508, 0.80064, -0.60231], [1.03426, 0.09306, -0.74310], [-2.93216, 1.65131, -0.52188], [1.67663, -0.57050, -1.17342], [-0.25465, -0.30802, -2.36547], [-1.34180, 3.17899, -1.16648], [-0.37968, 2.40783, -2.44853], [0.29598, 2.52554, -0.84056]]
}


--- B ---
{
  "formula": "C6H15N3",
  "method": "ωB97M-V/def2-TZVPD",
  "orbital_gap_ev": [6.50, 6.50],
  "smiles": "C/C=C(/N)NN.C=CC",
  "homo_ev": [-6.13, -6.13],
  "lumo_ev": [0.37, 0.37],
  "elements": ["C", "C", "C", "N", "N", "N", "H", "H", "H", "H", "H", "H", "H", "H", "H", "C", "C", "C", "H", "H", "H", "H", "H", "H"],
  "xyz": [[-1.09278, -1.89052, -0.23061], [-2.11980, -0.92596, -0.74922], [-2.04907, 0.41708, -0.72805], [-3.17391, 1.23640, -0.93870], [-0.89651, 1.16862, -0.51182], [0.36269, 0.86648, -1.02007], [-0.33385, -1.36921, 0.35026], [-1.56744, -2.65568, 0.38782], [-0.55458, -2.41697, -1.02699], [-3.06275, -1.36611, -1.04884], [-4.04327, 0.72543, -0.98456], [-3.06708, 1.90086, -1.69498], [-1.04328, 2.16424, -0.41605], [0.32453, -0.07243, -1.41629], [1.60009, 0.89056, -0.92157], [2.83086, 0.68130, 0.01128], [2.14954, 0.69432, 1.20128], [1.86387, -0.51590, 2.02373], [3.25010, -0.25230, -0.34890], [3.36874, 1.57041, -0.29836], [1.90881, 1.64480, 1.65883], [1.96372, -1.42828, 1.43074], [2.54458, -0.57350, 2.87792], [0.83678, -0.49367, 2.39313]]
}


Relative energies, in hartree, with the most stable structure set to zero: A 0.0000; B 0.0539.


--- A ---
{
  "formula": "C6H16N2O",
  "method": "ωB97M-V/def2-TZVPD",
  "orbital_gap_ev": 8.81,
  "smiles": "CC(C)([NH3+])[O-].C/C=C\\N",
  "homo_ev": -8.06,
  "lumo_ev": 0.75,
  "elements": ["C", "C", "C", "N", "O", "H", "H", "H", "H", "H", "H", "H", "H", "H", "C", "C", "C", "N", "H", "H", "H", "H", "H", "H", "H"],
  "xyz": [[-1.41808, 0.98031, -1.59078], [-1.78549, -0.06918, -0.55041], [-3.25766, -0.00558, -0.15146], [-0.90341, 0.16109, 0.83283], [-1.31408, -1.31797, -0.76642], [-1.97968, 0.77372, -2.50248], [-0.35711, 0.92652, -1.82884], [-1.65849, 1.98947, -1.24997], [-3.46607, -0.74714, 0.62073], [-3.54725, 0.98668, 0.20241], [-3.85935, -0.26176, -1.02325], [-0.79672, -0.97966, 0.55339], [-1.36939, 0.51957, 1.66230], [-0.01617, 0.63856, 0.66530], [2.93234, -0.15727, 1.77042], [2.62319, 0.52126, 0.46585], [2.05773, -0.07767, -0.59510], [1.67956, -1.40259, -0.71435], [2.93851, 0.55917, 2.59406], [2.19640, -0.92995, 2.01636], [3.91419, -0.64354, 1.76105], [2.94441, 1.54881, 0.34906], [1.88934, 0.50042, -1.49756], [1.78566, -1.96300, 0.11885], [0.76762, -1.55027, -1.14198]]
}


--- B ---
{
  "formula": "C6H16N2O",
  "method": "ωB97M-V/def2-TZVPD",
  "orbital_gap_ev": 8.82,
  "smiles": "C[C@H](N)CC/C=C/N.O",
  "homo_ev": -7.84,
  "lumo_ev": 0.99,
  "elements": ["C", "C", "N", "C", "C", "C", "C", "N", "H", "H", "H", "H", "H", "H", "H", "H", "H", "H", "H", "H", "H", "H", "O", "H", "H"],
  "xyz": [[0.40777, -2.33993, -0.32128], [0.25432, -0.88749, -0.95752], [0.26183, -0.79377, -2.38229], [1.41386, 0.00919, -0.30452], [1.23970, 0.10968, 1.18488], [-0.18555, 0.19055, 1.48806], [-0.90192, 1.31406, 1.56507], [-2.16585, 1.60255, 2.00586], [-0.01805, -3.08096, -1.07179], [-0.26393, -2.48348, 0.56932], [1.42833, -2.66872, -0.07165], [-0.75453, -0.60670, -0.54160], [-0.13075, -1.65769, -2.80216], [1.14900, -0.52993, -2.86299], [1.35087, 1.07967, -0.64439], [2.39833, -0.37447, -0.64104], [1.92058, 0.97439, 1.59444], [1.52747, -0.86120, 1.73214], [-0.42321, -0.82418, 1.89742], [-0.29679, 2.22937, 1.53310], [-2.80696, 0.82408, 2.24680], [-2.62884, 2.47999, 1.79724], [-1.19868, 2.36304, -1.84587], [-0.63371, 2.58417, -1.17347], [-0.94328, 1.34778, -1.99377]]
}


--- C ---
{
  "formula": "C6H16N2O",
  "method": "ωB97M-V/def2-TZVPD",
  "orbital_gap_ev": [7.28, 7.28],
  "homo_ev": [-6.50, -6.50],
  "lumo_ev": [0.77, 0.77],
  "elements": ["C", "C", "C", "C", "C", "C", "N", "N", "O", "H", "H", "H", "H", "H", "H", "H", "H", "H", "H", "H", "H", "H", "H", "H", "H"],
  "xyz": [[0.06294, 0.74782, 0.47896], [0.13180, -0.46653, -0.24458], [2.11979, 0.39179, 1.00007], [0.13146, 2.11861, -0.13283], [0.04062, -1.78215, 0.48345], [0.78315, -0.54305, -1.60284], [-1.87615, 0.07925, -0.74531], [-2.85541, -0.76008, -0.19298], [-0.59945, 0.68132, 1.67579], [-1.08560, 1.50302, 1.82657], [-1.81005, -0.15950, -1.73635], [-2.63971, -1.75951, -0.22806], [-3.00314, -0.50322, 0.77832], [0.74422, 2.13780, -1.03018], [2.49571, -0.62281, 1.10451], [2.70006, 0.96554, 0.28100], [2.07583, 0.86690, 1.97810], [0.55223, 2.82056, 0.59341], [-0.87556, 2.45629, -0.38539], [0.34135, -1.36752, -2.16876], [-0.22565, -1.68196, 1.53391], [-0.71022, -2.42170, 0.00687], [0.98789, -2.32172, 0.42030], [0.66146, 0.37349, -2.17813], [1.85243, -0.75262, -1.51582]]
}


Relative energies, in hartree, with the most stable structure set to zero: A 0.0000; B 0.0091; C 0.1151.


--- A ---
{
  "formula": "C3H6IN2",
  "method": "ωB97M-V/def2-TZVPD",
  "orbital_gap_ev": 10.31,
  "charge": 1,
  "homo_ev": -13.93,
  "lumo_ev": -3.62,
  "elements": ["C", "C", "C", "N", "N", "I", "H", "H", "H", "H", "H", "H"],
  "xyz": [[2.35560, 0.43304, 0.73267], [0.20809, -1.94347, -1.66786], [-0.48232, -1.63258, -0.74031], [1.26654, 0.75777, 0.95227], [-1.44174, 1.16932, 0.45184], [4.25559, -0.08675, 0.69696], [0.96139, -2.29290, -2.28540], [-1.18660, -1.43104, 0.00064], [-0.42632, 1.17576, 0.52639], [-1.81672, 0.55572, -0.26646], [-1.82662, 2.14078, 0.13807], [-1.86688, 1.15434, 1.46118]]
}


--- B ---
{
  "formula": "C3H6IN2",
  "method": "ωB97M-V/def2-TZVPD",
  "orbital_gap_ev": [8.70, 8.70],
  "charge": 1,
  "homo_ev": [-14.08, -14.08],
  "lumo_ev": [-5.38, -5.38],
  "elements": ["C", "C", "C", "N", "N", "I", "H", "H", "H", "H", "H", "H"],
  "xyz": [[-1.58158, -0.09600, 0.12387], [0.74482, -0.67688, 0.12775], [0.80782, 0.80232, -0.42152], [-0.70012, -1.01472, 0.08204], [-0.16017, 1.56252, 0.18132], [-3.55975, 0.05155, 0.05887], [1.17799, -1.24941, -0.68972], [1.22576, -0.72259, 1.05259], [1.78150, 1.08133, 0.10657], [0.96112, 0.76966, -1.53332], [-0.73606, -1.94914, -0.25150], [0.03867, 1.44137, 1.16305]]
}


Relative energies, in hartree, with the most stable structure set to zero: A 0.0000; B 0.0475.


--- A ---
{
  "formula": "BrH4NSi",
  "method": "ωB97M-V/def2-TZVPD",
  "orbital_gap_ev": 9.69,
  "smiles": "N=[SiH2].Br",
  "homo_ev": -9.61,
  "lumo_ev": 0.09,
  "elements": ["N", "Si", "H", "H", "H", "Br", "H"],
  "xyz": [[-0.39325, -0.67871, 0.56389], [-0.36739, 0.56144, -0.41797], [-0.96635, -0.51403, 1.34460], [0.60244, 0.21809, -1.52376], [-0.98610, 1.89605, -0.40148], [2.76127, -0.96171, 1.11415], [2.97858, -1.54753, -0.17537]]
}


--- B ---
{
  "formula": "BrH4NSi",
  "method": "ωB97M-V/def2-TZVPD",
  "orbital_gap_ev": 10.77,
  "homo_ev": -10.11,
  "lumo_ev": 0.66,
  "elements": ["N", "Si", "Br", "H", "H", "H", "H"],
  "xyz": [[-1.04217, 0.21165, -0.19038], [0.57800, -0.14903, -0.23236], [1.59569, 1.20439, 1.23221], [-1.61382, -0.53099, 0.29914], [-1.32457, 1.11260, -0.30353], [1.41788, -0.11338, -1.43874], [0.38899, -1.73525, 0.63366]]
}


Relative energies, in hartree, with the most stable structure set to zero: A 0.0934; B 0.0000.